1.
14 unconnected molecules or ions with the total composition C62H70N14 at a distorted geometry, computed with ωB97M-V with the def2-TZVPD basis set.

```
! RIJCOSX wB97M-V def2-TZVPD def2/J DEFGRID3
* xyz 0 1
C -2.3951 3.6384 2.2318
H -3.2047 -8.5198 -1.6316
H 1.8363 -0.1055 5.0793
H 2.1243 -5.8459 1.4478
H 6.2484 -1.9505 4.1106
H -1.8986 -4.4421 2.4032
H -0.9114 -1.2781 -1.9976
C -0.0442 -1.9287 -0.1925
N 4.4439 -2.7083 3.2476
H -2.5757 5.2561 -4.8284
N -4.4731 -2.1858 -1.1969
H -6.5363 0.3886 -0.5551
H -0.6455 -1.6788 3.9526
C 1.2307 -5.4412 1.8995
H 0.8359 5.0092 -3.2590
N 3.9274 0.9657 7.4392
C 0.9014 6.9558 -4.2864
C -1.5603 -2.8517 6.8868
C -1.2827 -0.4585 5.5887
H -1.7946 0.4058 7.4965
H 1.2974 3.0715 -1.2603
C -3.0361 -5.5043 -0.6803
C -0.8624 -4.7448 2.3709
H 2.6221 4.6088 3.2940
H 0.9961 3.7518 -5.4478
H 5.1714 4.1091 -2.8279
H -1.9488 -1.7009 8.6691
H -1.7437 -3.8186 7.3316
H -1.2252 0.5083 5.1108
C -3.2428 3.7153 0.0550
C 1.0322 6.9370 -6.5820
H -2.1992 -7.0569 -3.5115
H -0.4727 4.7110 2.4403
N -5.5732 4.2064 -4.2254
H 1.4174 2.1164 2.8156
C -1.6638 -1.7029 7.6274
C -4.6755 0.1001 0.4386
C 2.4331 2.4646 2.6994
C 0.8853 5.5271 -4.2054
C -0.4368 0.4189 -0.7365
N 3.3489 1.5364 2.2816
N -3.3773 3.3107 1.3509
C 3.0723 3.6880 2.9536
H 6.5225 -0.7740 1.5999
C -1.6316 -1.7097 -7.4255
H 3.1526 0.0492 9.1790
H 1.2041 -1.7846 -4.2598
C -3.4676 3.5222 -3.8413
H 2.8362 -3.0639 2.0189
N -1.8655 -0.5087 -6.9158
H 1.1177 5.1423 -7.6491
H -3.1458 -4.7576 0.0923
N -1.1996 -2.8385 5.5760
C 2.3775 -4.4001 -1.6925
C 4.3134 4.1325 -0.7840
H -2.2314 4.9790 -1.4300
H 0.9685 7.5345 -7.4794
C -2.5443 -6.6465 -2.5741
H -5.2036 2.2976 -3.3303
C -5.5663 -1.4570 -1.1642
H -6.5650 4.1121 -4.3920
H 3.1855 0.5838 1.9882
C 5.6978 -1.3269 2.0247
H -1.4020 -1.8805 -8.4669
H -3.9434 3.3564 -0.6845
H 5.0101 4.5706 -0.0847
C 1.4098 -2.5467 -3.5228
H 0.5811 -5.5268 -2.0836
H -1.9173 0.3989 -7.3559
H -2.7165 -2.5934 -0.2414
N 2.5634 -2.2398 -2.8237
H -2.1231 -2.2923 -4.1524
H 5.2464 4.1770 2.9423
H -2.4433 0.2339 -5.0188
C 3.1325 0.1311 8.1023
C 0.5043 -1.4964 1.0596
H -2.5386 3.4486 3.2852
H -1.3847 -3.7240 -6.3924
H -0.4292 5.5090 0.2182
C -1.9809 -2.0089 -5.1848
H 4.1682 -1.2386 0.3400
H 3.9674 1.7140 5.4350
N 0.7118 -0.1415 1.3550
H 4.6253 1.5377 7.8930
C -0.0721 -5.4095 1.4232
C -3.5319 -1.8855 -0.2620
C -2.6751 -5.4719 -2.0670
H -0.3551 -5.9516 0.5330
C 4.6442 2.1157 2.2911
C -1.3179 4.4518 1.8200
H 2.6555 -4.9566 -0.8097
H -5.0951 6.0236 -5.2785
C -2.2286 4.5853 -0.4243
H -2.8314 -0.5298 1.3443
H -0.3083 -3.8096 4.2173
H 1.5478 -1.2591 7.4532
C 2.4565 0.0970 5.9399
C -1.6538 -2.6781 -6.3861
H -6.3369 -1.7684 -1.8539
C -0.9884 -1.6397 4.9760
C -0.4882 -0.9486 -1.0602
H -0.7821 1.2382 -1.3497
H 4.1510 -3.2985 4.0130
H -3.4588 -7.3410 0.4620
H 0.8980 7.5152 -3.3626
H 2.6764 3.8054 0.5816
C 3.7533 -2.5002 2.1056
C 0.2479 0.8115 0.4868
H 5.5080 1.5774 1.9299
C -2.1728 -0.6419 -5.5898
C 3.1099 3.4275 -2.5461
H 2.7836 3.1338 -3.5328
C 1.0961 5.5517 -6.6499
H 2.0199 -4.5761 3.8016
C -1.5942 -0.5231 6.9834
N -0.0399 -4.3295 3.3940
N 3.0446 3.7704 -0.3582
C 5.5925 -1.9570 3.2526
H 0.8214 -2.1604 1.8501
C 4.5019 -1.6183 1.2944
H 0.3372 1.8403 0.8030
C 2.3481 3.2962 -1.3693
C -3.4347 4.7670 -4.3931
C -1.2794 4.9079 0.5048
C -4.7828 3.2361 -3.6595
C 3.5161 1.0103 6.1188
H -0.1091 -3.0003 -0.3104
H 3.9312 -3.1026 -1.2933
C -5.7122 -0.2881 -0.3834
C 0.6740 -3.7179 -3.2412
H -2.6919 2.8208 -3.5718
N 0.9241 7.6729 -5.4375
C -4.7171 5.1900 -4.7052
H -0.2407 -3.9353 -3.7727
C 0.9619 4.8311 -5.4272
C 4.3590 3.8403 -2.1690
C 1.1657 -4.6518 -2.3265
C -3.5605 -0.7317 0.5736
N -3.0406 -7.5233 -1.6182
H -2.3627 -4.5457 -2.5264
C 3.0340 -3.1889 -1.8881
C 1.2241 -4.7499 3.0924
C 4.4606 3.4585 2.7616
H -4.7337 1.0848 0.8785
C 2.3038 -0.5262 7.2128
C -3.1933 -6.7967 -0.4322
*
```

Summary:
F_max = 0.124 hartree/bohr
Total energy = -3170.914627 Ha
Frontier orbital gap = 8.039 eV
Energy relative to the best compared isomer or geometry (same formula, charge and spin) = 0.0 kJ/mol

Results of the Löwdin charge analysis, in e, for atoms 1 through 8:
1 C -0.130
2 H 0.139
3 H 0.075
4 H 0.093
5 H 0.105
6 H 0.103
7 H 0.092
8 C -0.066


2.
A molecular structure, C62H76N5OPTl at a distorted geometry, computed with ωB97M-V with the def2-TZVPD basis set.

```
! RIJCOSX wB97M-V def2-TZVPD def2/J DEFGRID3
* xyz 1 1
C -2.2460 -2.5945 5.0126
H 0.5532 -3.1790 3.2115
H -2.3967 2.2822 -4.1501
C 2.9415 -3.1265 -3.0778
C 2.1817 -0.6287 -4.2000
C 3.4199 3.3969 1.1615
H 3.2731 -1.1824 4.4071
H -2.7199 0.4892 -2.7917
H -5.0622 -3.0193 0.0184
H -2.2891 -3.5453 5.5278
C 0.2378 -5.4366 0.4700
H -3.1033 1.7064 3.3130
C -0.1569 -3.4427 3.9921
Tl -0.2962 -0.4292 0.0977
H 5.5560 -1.7266 3.7232
H 4.6532 -0.7096 -2.9767
C 4.0786 4.0051 -0.0818
H 0.7174 3.0899 -6.9586
H -2.2228 1.8196 5.6138
H -6.4705 1.6914 -1.1547
H 5.1170 3.3566 3.4489
C -0.8261 -2.8740 -2.3406
H -1.6468 2.5730 -6.4615
C -2.6239 2.1362 -1.4089
C -2.0618 1.4128 3.4840
H 4.5343 3.2646 -0.7363
C 0.6212 4.7132 -0.7174
C -1.1005 -1.0624 3.5172
C -2.4695 -3.1369 0.9220
H -4.8732 -1.8349 1.3214
C -1.5991 2.1182 4.7730
N 1.9962 3.2898 0.7757
H -0.6162 -3.4837 -1.4771
H 1.4897 -1.4135 -4.4977
C 3.9020 -0.1189 -2.4492
C -3.1569 -0.4420 4.6072
C -0.4306 2.5190 -3.2995
C -0.8115 -4.7621 3.5694
N -0.6901 -1.5577 -2.2753
C -3.3714 2.9030 -0.5145
H -2.4511 4.5129 -2.1217
H -1.1959 3.0216 2.3554
H 1.2392 -0.9945 4.1721
C -4.7477 2.7501 -0.4350
C -3.1237 -2.0602 0.0548
H -5.1304 -1.2895 -0.3458
H 1.0878 -2.7257 5.6434
C -1.5648 4.9478 -1.6803
C 2.4598 -2.1427 -2.2197
H 0.8356 -3.5096 1.1815
H 1.4271 -4.3844 5.1282
H 2.3252 3.3688 -5.0945
C 2.5108 -0.7105 -2.6994
H -1.3774 -3.0660 0.8666
C 4.9721 4.3020 2.9335
H -0.9123 -0.1283 -3.7197
H 4.8030 4.7823 0.1533
H -5.3144 3.3826 0.2359
C -3.2494 -1.6700 5.2247
C 0.8958 2.8499 -3.5893
O 2.9709 4.6044 -0.7641
H 2.6534 4.8376 4.2580
H 3.9533 0.9098 -2.8151
H -0.2445 1.5607 2.2875
H -2.2730 6.9370 -1.9980
H -2.6546 -0.5012 1.4857
H 1.6154 2.9296 -2.7804
C 4.0107 -1.7927 0.7125
H -0.0184 -4.0225 6.0833
C -1.2607 1.9323 2.3016
H 3.3467 -5.2046 -3.3983
C 2.5225 4.1288 3.4390
C 1.9997 -2.5216 -0.9459
H -1.7601 1.6914 1.3604
H 3.0876 -0.7383 -4.7987
H 3.3522 -2.8380 -4.0372
C 1.2998 3.0884 -4.8908
C 2.4178 -1.2286 2.4426
H -2.7617 -2.9958 1.9657
C -1.4605 6.3230 -1.6324
C 5.0302 -1.8537 1.6286
H -5.1414 0.2063 -2.6250
H 1.5173 4.2502 3.0408
C 2.9292 -4.4638 -2.7289
C -2.0849 -0.0882 3.7862
P -0.7976 2.2940 -1.5003
N -0.0249 -0.8769 2.5916
C -1.1842 -2.3287 4.1598
H -2.8763 3.6273 0.1178
C 1.1548 -1.0029 3.0814
H 2.6158 3.1150 3.8378
H -0.5033 -5.1103 -0.2624
C 2.3946 -4.9095 1.6377
H 3.1538 -4.1558 1.8407
H 3.8294 2.4248 1.4170
C 4.7721 -1.6402 2.9839
H 1.7488 0.3361 -4.4495
H -3.0458 0.1112 -0.1662
C 3.4911 -1.3343 3.3555
C -4.6535 0.9813 -2.0478
C 0.6336 -3.6530 5.2908
C -2.6161 -0.6936 0.4164
H -2.9381 -2.2745 -1.0007
H 2.3393 -5.8910 -1.2565
H -0.2050 7.9865 -1.1290
H 6.0335 -2.0811 1.2913
H -1.6306 -1.9240 -5.3563
C -5.3961 1.8035 -1.2132
C 0.7313 6.1076 -0.7318
C -1.3481 2.4549 -4.3450
H -0.5664 1.8552 5.0074
H -1.3819 -4.6384 2.6482
H 2.8878 -5.7752 1.1919
C 1.3119 -4.3658 0.6978
H 5.1310 5.1092 3.6493
H -3.9221 0.3020 4.7975
H 4.1450 -0.1380 -1.3873
H -1.4857 -5.1345 4.3407
C 2.6621 -1.5088 1.0670
C -0.5602 4.1079 -1.1892
H 3.3979 5.3856 1.9574
C -3.2808 1.1473 -2.1438
C -1.2401 -3.2754 -3.6191
N -1.0161 -1.1057 -3.4937
C 2.3840 -4.8404 -1.5165
H 1.9527 -5.2181 2.5878
H -0.0408 -5.5181 3.4091
H 5.7398 4.3819 2.1607
C -0.9277 2.6492 -5.6559
H -2.7742 -4.1356 0.6070
C 1.9061 -3.8949 -0.6208
C -0.3065 6.9100 -1.1518
H 0.6750 -6.3695 0.1127
H -1.4296 -4.2775 -3.9604
H 1.6627 6.5527 -0.4082
C 3.5646 4.3750 2.3519
C 0.3946 2.9556 -5.9350
H -0.2812 -5.6490 1.4048
H 4.2301 -2.0055 -0.3236
H -1.6685 3.2021 4.6616
H -4.0731 -1.8877 5.8914
H 1.7818 -0.1226 -2.1334
C -1.3463 -2.1054 -4.3336
C 1.8510 4.0789 -0.2078
C -4.6456 -2.0443 0.2744
N 1.6876 -1.6256 0.1153
*
```

Summary:
F_max = 0.038 hartree/bohr
Total energy = -3270.762503 Ha
Frontier orbital gap = 6.337 eV

Results of the Löwdin charge analysis, in e, for atoms 1 through 8:
1 C -0.035
2 H 0.093
3 H 0.095
4 C -0.034
5 C -0.061
6 C -0.269
7 H 0.114
8 H 0.084


3.
14 unconnected molecules or ions with the total composition C62H82N10O12S4 at a distorted geometry, computed with ωB97M-V with the def2-TZVPD basis set.

```
! RIJCOSX wB97M-V def2-TZVPD def2/J DEFGRID3
* xyz 0 1
N -5.8266 2.7467 1.7559
H -1.4741 -5.1521 2.4625
C -2.0047 -1.5520 4.9328
C -0.3800 -3.2627 -4.3038
C -3.4422 2.8514 -2.3947
H -5.8242 -2.7832 -0.9628
N 0.1498 -3.9611 2.5439
C -1.3467 0.5841 -0.8387
H -1.2455 -3.5411 -4.8514
C -5.9135 -2.3359 0.0260
H 2.6564 -1.9833 7.2680
C 2.6962 4.4448 0.5697
H 0.2623 2.8646 -5.9068
N -2.8110 0.6608 6.4036
H 6.6723 -1.0089 1.0135
H 1.9655 -2.8225 4.8533
H -4.1564 2.4907 5.2188
H 3.9041 -1.8071 1.9412
H 2.7147 -1.6788 -5.0844
H 4.9023 -2.7052 0.7446
H 1.8444 -2.7606 2.4506
H 3.7138 -4.2740 -6.3920
C 2.5105 -1.9057 -2.0034
C 0.4862 4.6679 3.7751
H 5.3153 -0.1834 0.6417
C -0.2755 -5.3504 0.6716
H -1.1000 1.6006 5.6861
S 4.0756 -2.2718 -2.7312
H 4.8492 1.9479 -7.1176
H -2.6094 -0.0157 -9.0641
C 6.6247 -1.0520 4.8546
C 0.2497 1.8272 -5.5639
H 0.3388 -4.0232 -4.3354
H 2.2029 -4.0486 -5.6277
H 6.0544 1.4523 -5.9982
H -1.4918 5.4043 -0.2765
H -1.7279 -2.3550 4.1866
N -2.2650 3.2657 -2.8521
C 2.9698 0.8147 5.3555
H 2.8903 0.5703 7.4252
H -0.3217 -0.1737 4.2685
C -0.6006 -4.8161 1.9194
O -3.1594 -3.6263 -3.2875
C 0.7487 3.2990 3.5796
H -2.8878 2.3819 -7.9592
C -0.0375 2.5003 2.7582
C 5.7003 -0.7948 1.4236
H -1.6695 2.4269 1.4573
H 0.2810 -1.8816 -5.7506
H 1.0434 -5.3306 -1.0057
H 5.9520 -1.8714 4.4706
C -1.6154 4.1834 -2.0803
O 1.2944 0.7031 -3.4506
C -2.2028 -3.1875 -0.8694
C 4.0767 1.6156 -5.0841
C -4.7114 2.0129 1.9512
H -4.1928 -2.4476 2.7593
S 1.5142 1.8892 -4.3056
H -3.4732 2.3835 -5.5789
C 2.9526 -3.4988 -6.1323
O 4.6992 -3.1830 -1.8125
C -3.3261 1.4208 -6.1142
C -6.9925 -0.9364 1.5973
C -3.6113 0.2877 -5.4412
O 7.0994 1.4051 3.8691
H -6.2443 3.8627 4.9241
C 1.2774 -3.5338 1.9468
H -7.7631 -0.2335 1.9138
C 0.0211 -1.8808 -4.6988
C 4.9927 1.2889 -6.2817
C -3.2932 4.1919 -0.4149
C -2.1011 4.6991 -0.8920
C 3.4548 -2.4615 -5.2078
H -3.4833 0.4056 -0.5837
C -6.9850 -1.5179 0.3687
N 2.3005 -1.0002 3.9771
H 0.7679 0.6741 -0.7108
C -0.6806 5.0817 3.2037
H 3.0150 1.9232 5.4003
C -1.0831 -0.8024 1.4450
H 2.2755 5.2209 -0.0549
H -0.6964 4.7177 -2.5049
H 2.5554 -1.4996 -0.9762
H -0.9994 -5.9587 0.1822
C -5.9569 -1.2180 2.5079
H 4.5642 2.0747 2.7844
O 5.7592 -0.0145 2.5658
C 2.8448 0.0467 6.4779
N -4.9103 -2.6005 0.8634
H -4.2577 1.4279 1.0994
C -4.6797 2.4652 4.2657
H -2.5760 -2.1789 -1.0501
C 1.6323 -3.9403 0.6867
H 3.4905 1.1227 0.7505
H 2.1207 2.7761 -0.6943
H 2.4884 0.8815 3.2687
C 0.8289 -4.8647 -0.0387
H 0.1311 1.4803 2.6769
O -1.6609 -5.3214 -2.2681
H 2.5780 -3.1554 -7.0919
H -4.3514 -0.5376 7.0544
C -6.3491 3.2924 2.8324
S -2.0566 -3.9676 -2.4127
O 1.6637 3.1315 -3.6736
O 2.6516 1.6396 -5.4283
C 2.6328 0.2728 4.1386
H -3.9679 0.3709 -4.4180
C -3.5272 -0.4494 6.3552
H 7.5713 -1.2352 5.2759
H -3.1506 -0.8560 1.6042
H 6.0575 -0.4175 5.5377
H 0.9324 -1.5729 -4.2366
H -1.2950 1.1142 -1.7458
C -2.4866 0.1102 -0.2367
O 4.7284 -1.0909 -3.1591
H 4.4278 -2.0079 -5.4315
C 3.3712 2.1846 0.9623
H -3.8450 -2.4542 5.7802
H -3.1732 1.2285 3.2794
N 3.2500 4.9245 1.7132
C -2.7726 0.2271 -8.0532
H 1.9804 -1.1748 -2.7039
C -2.3171 -0.5113 0.9917
H 4.3656 2.6045 -4.7337
C -5.8275 3.2480 4.1159
H -4.9237 2.8673 -0.8935
C 2.6676 3.0816 0.1458
H -0.6928 -1.1134 -4.5392
H 1.5189 2.8480 4.1403
C -1.1482 3.1196 2.1428
H -0.9269 -1.2706 2.3771
C 2.3073 -1.7933 5.0759
N -2.9111 -0.9795 -7.4156
H 2.5387 -3.5430 0.2992
C -2.9625 1.4302 -7.4398
O 3.6358 -3.2068 -3.9778
N 0.0795 -0.4543 0.8294
H -3.8426 4.4982 0.4841
C -0.1014 0.3092 -0.2574
C -1.2500 -0.3836 4.8830
H -5.8882 -0.7276 3.4772
C -4.0678 1.8339 3.1430
H -2.9472 -3.6358 -0.2567
C -5.0057 -2.1126 2.0958
C -3.9319 3.2241 -1.1634
C 3.8381 3.9919 2.4662
C 3.9352 2.6868 2.1066
H 4.2286 4.2799 3.4231
H -1.2433 -3.1370 -0.3556
C -1.6325 0.6440 5.7060
H -7.8530 -1.5260 -0.2928
H -7.1677 3.9303 2.6253
O 8.1057 -0.6114 2.7939
H 1.9549 -2.8546 -2.0240
H 4.8865 0.2768 -6.7146
H 1.1608 5.3132 4.3150
C -3.3207 -0.9174 -6.1131
H 0.6170 1.0520 -6.2762
H -0.6270 1.4841 -5.1321
H -3.5407 -1.8426 -5.6060
S 7.0418 0.0423 3.4834
O -0.8327 -3.1604 -2.9022
H -3.9975 2.2550 -3.0803
H -1.1729 6.0247 3.3909
C 2.6046 -1.3008 6.3918
H 5.4504 -2.6642 2.3579
C -3.2152 -1.5789 5.6096
C 4.9180 -2.0862 1.6298
N -1.4766 4.3877 2.3593
H 4.2357 0.9651 -4.2178
*
```

Summary:
F_max = 0.087 hartree/bohr
Total energy = -5454.710180 Ha
Frontier orbital gap = 9.799 eV
Energy relative to the best compared isomer or geometry (same formula, charge and spin) = 9.1 kJ/mol

Results of the Löwdin charge analysis, in e, for atoms 1 through 8:
1 N 0.072
2 H 0.105
3 C -0.081
4 C -0.171
5 C -0.180
6 H 0.112
7 N 0.058
8 C -0.040